Computed, not measured: a structure of composition C28H36FN2O2SScSi in a non-equilibrium geometry, with ωB97M-V/def2-TZVPD.

Output
LUMO = 0.21 eV
E_tot = -78828.8483 eV
maximum force = 3.27 eV/A
energy relative to the best compared isomer or geometry (same formula, charge and spin) = 0.368 eV
multiplicity = 1
charge = 0
Kohn-Sham gap = 8.383 eV

Geometry as XYZ:
```
72
Properties=species:S:1:pos:R:3:forces:R:3:lowdin_charge:R:1
H 3.270 0.910 -5.476 -0.839 0.728 0.894 0.10
H 1.002 -1.547 5.832 0.120 -0.587 -0.672 0.03
C 2.504 3.523 -2.118 -0.490 1.249 1.625 -0.29
N 0.237 1.082 -0.540 0.693 -0.780 -0.240 -0.13
H 1.828 -2.389 4.360 -0.577 0.293 0.746 0.04
H 2.995 2.028 5.438 -0.139 0.214 -0.119 0.11
H -2.253 3.353 -1.144 0.278 -0.154 0.281 0.07
H -1.137 -4.302 0.151 -0.319 -0.003 0.408 0.08
F 2.924 -0.027 0.583 -0.388 0.706 0.865 -0.04
H 0.282 -3.029 5.024 0.421 0.154 0.386 0.01
H -1.281 3.437 0.376 0.190 -0.400 -1.292 0.09
Sc 0.911 -0.633 0.209 -0.573 0.059 -0.976 0.82
H -2.850 1.174 -2.055 -0.412 0.113 -0.067 0.07
C 1.752 2.876 -1.133 0.796 -1.013 -1.902 -0.01
C -1.839 0.816 -1.955 1.466 0.769 0.341 -0.02
C 2.816 0.711 1.830 0.267 -0.429 0.044 -0.20
C 1.834 0.884 4.063 0.357 -0.480 -1.605 -0.04
C 1.389 1.043 -2.715 -0.293 0.180 1.018 -0.02
H -2.404 -2.256 2.970 -0.119 0.173 -0.464 0.04
H 3.277 5.451 -2.753 -0.214 -0.309 0.722 0.08
H -3.000 1.286 0.530 0.620 -0.097 -0.047 0.10
C -1.392 -2.262 2.572 0.969 -1.206 1.166 -0.18
N 0.817 -0.541 2.215 0.481 0.651 2.815 -0.19
C 2.252 1.033 -4.987 1.309 0.152 -1.176 -0.05
C 2.142 1.715 -3.650 0.557 -0.505 -0.696 -0.26
C -2.973 -4.611 -0.969 0.795 0.052 -0.709 -0.02
H -1.458 1.376 1.476 -0.208 -0.060 -0.392 0.06
H 1.161 0.493 4.831 0.105 0.364 -0.570 0.07
Si -0.235 -1.161 3.545 0.509 0.432 0.141 0.50
H -3.468 -3.421 -4.173 0.626 -0.265 1.067 0.14
H -3.386 -5.278 -0.205 -0.056 0.341 -0.360 0.11
H 1.632 1.573 -5.725 0.097 -0.492 0.218 0.09
H 4.383 1.980 1.322 0.902 -0.127 -0.167 0.12
C -4.970 -4.834 -2.539 0.387 0.367 1.019 -0.44
C 3.839 2.089 3.465 -0.640 -0.709 -1.000 -0.05
S 0.515 -2.631 -1.245 0.616 0.175 -0.181 0.56
C 3.100 4.870 -1.819 1.725 -0.010 0.311 -0.06
C -1.154 1.468 -0.703 -1.159 1.363 0.496 -0.59
C -2.936 -3.615 -3.209 -0.013 -0.007 -0.492 -0.02
H -1.089 0.431 5.468 -0.460 -0.223 -1.595 0.05
H -1.018 -3.308 2.664 -0.262 0.526 -0.259 0.05
H -1.256 1.103 -2.858 -0.503 -0.377 0.429 0.09
C -1.037 -3.298 -1.693 -1.750 -0.446 0.103 -0.68
H -2.418 -0.145 4.296 0.869 0.112 0.401 0.03
H -1.842 -0.268 -1.809 0.050 0.036 -0.253 0.06
H 0.952 0.042 -2.863 0.181 0.648 -0.227 0.10
H -1.258 -1.954 1.548 -0.644 -0.118 -0.467 -0.03
C 0.880 -2.114 4.883 -1.000 0.523 -1.440 -0.17
C -1.353 0.199 4.377 -0.027 -0.368 0.367 -0.18
H -1.347 1.112 3.758 0.300 -0.105 0.434 0.01
H -1.922 -0.148 0.638 -0.043 1.155 -0.189 0.07
C 2.687 2.965 -3.339 0.730 -0.871 -1.828 -0.02
C -1.719 -4.072 -0.727 0.563 0.025 -0.539 -0.13
C 3.797 1.574 2.115 0.640 1.992 2.223 0.00
H 4.663 2.658 3.851 0.274 0.450 -0.471 0.09
H -0.499 3.609 -1.289 -0.766 -0.769 0.651 0.08
C 2.852 1.744 4.401 1.066 -0.410 -0.376 -0.09
H 1.708 3.213 -0.134 -0.414 0.596 0.844 0.11
H 4.129 4.643 -1.375 -1.158 0.687 -0.402 0.10
C -3.550 -4.382 -2.233 -1.656 -0.635 0.904 -0.15
C -1.678 -3.120 -2.941 1.795 1.329 -0.292 -0.10
C 1.821 0.372 2.714 -2.622 -1.918 0.378 -0.27
H -5.176 -5.579 -0.703 0.286 0.155 -0.248 0.07
O -5.495 -4.532 -3.572 -0.392 -0.680 0.400 0.11
C 1.171 1.661 -1.478 -1.133 -0.319 0.999 -0.30
O -5.662 -5.501 -1.530 0.099 0.463 -1.401 0.08
H 1.956 0.000 -4.870 -0.588 -0.139 -0.168 0.06
H -1.113 -2.509 -3.692 -0.751 -0.625 0.629 0.12
H 2.525 5.468 -1.087 0.277 -0.371 -0.456 0.08
H 3.383 3.448 -4.057 -0.771 -0.225 0.357 0.13
C -1.285 3.061 -0.697 -0.183 -0.053 0.127 -0.03
C -1.932 0.989 0.558 0.146 -0.944 -0.074 -0.06
```
Forces are in eV/Å.